# 1
55
Properties=species:S:1:pos:R:3:forces:R:3:lowdin_charge:R:1 method="wB97M-V/def2-TZVPD" total_charge=+4 homo_energy_ha=-0.778 multiplicity=1 homo_lumo_gap_ha=0.2105 energy_ev=-57387.483
Pt -0.172987 -0.366153 -1.069661 -0.078 -0.374 -0.740 1.023
Cl 1.872754 -1.600153 -1.543019 0.192 0.080 0.201 0.792
C 2.917193 -1.703553 -0.096049 -0.145 0.065 -0.212 -0.549
C 4.152721 -2.281999 -0.226707 0.017 0.008 0.086 -0.024
C 4.919308 -2.394290 0.938576 0.011 -0.001 -0.017 0.038
C 4.438254 -1.953648 2.165708 0.003 -0.002 0.010 0.011
C 3.179269 -1.378348 2.267284 -0.029 -0.025 -0.021 -0.022
C 2.404309 -1.230531 1.106740 0.053 -0.126 -0.057 -0.402
P 0.829203 -0.441207 1.194274 0.269 0.275 0.704 1.041
C 0.842488 1.301266 1.187716 -0.035 -0.009 -0.212 -0.359
C -0.369679 2.047161 1.130084 0.023 0.010 0.129 -0.092
C -0.312598 3.421465 1.158633 -0.019 -0.008 -0.037 -0.007
C 0.927516 4.064014 1.233382 0.031 0.025 0.006 0.049
C 2.123770 3.339080 1.283693 -0.014 -0.014 -0.009 0.008
C 2.095685 1.963627 1.229996 0.008 -0.002 -0.015 -0.034
C -0.315692 -1.301307 2.154997 -0.255 -0.003 -0.296 -0.326
C -0.225850 -2.727589 2.140310 0.073 -0.076 0.052 -0.040
C -1.019379 -3.461611 2.985192 -0.013 0.039 -0.029 0.007
C -1.924893 -2.799490 3.825180 -0.007 -0.072 0.033 0.073
C -2.033038 -1.399480 3.838883 -0.004 0.067 -0.035 0.014
C -1.264030 -0.643903 2.991792 -0.018 -0.009 0.024 -0.020
H 4.520415 -2.651711 -1.175280 -0.005 -0.003 -0.004 0.143
H 5.900878 -2.847845 0.875293 -0.003 -0.007 0.002 0.150
H 5.045635 -2.064062 3.054748 0.004 0.006 -0.003 0.145
H 2.810854 -1.040950 3.229277 0.008 -0.002 0.003 0.140
H -1.328555 1.544121 1.094707 0.002 0.022 -0.006 0.106
H -1.222816 4.006491 1.142890 -0.002 -0.004 -0.018 0.140
H 0.966925 5.146911 1.254441 -0.022 -0.001 0.056 0.147
H 3.066922 3.860854 1.382682 0.010 -0.010 -0.048 0.144
H 3.017830 1.397140 1.264743 0.001 0.008 0.017 0.124
H 0.489738 -3.226062 1.496199 0.020 0.001 0.029 0.126
H -0.940213 -4.540244 3.016456 -0.017 -0.004 -0.028 0.144
H -2.555808 -3.382361 4.486961 0.029 0.001 0.029 0.151
H -2.711541 -0.920808 4.533050 -0.019 0.007 -0.023 0.146
H -1.331495 0.435039 3.015805 0.031 -0.020 0.055 0.115
C -3.982372 -1.967126 -2.012386 0.025 -0.069 0.022 0.034
C -4.510430 -1.020898 -2.878522 0.001 0.045 -0.026 0.061
C -3.742443 0.081788 -3.248908 -0.023 -0.015 -0.055 0.075
C -2.472199 0.218032 -2.736113 0.059 0.002 0.004 -0.172
N -1.987300 -0.706032 -1.865694 -0.194 0.176 0.356 -0.081
C -2.708382 -1.777567 -1.511034 0.038 -0.001 -0.065 -0.054
C -1.499778 1.264756 -3.048005 0.012 -0.025 0.058 -0.162
C -1.623015 2.260552 -3.993177 -0.050 0.016 0.008 0.076
C -0.569690 3.146847 -4.196315 -0.023 -0.006 -0.002 0.062
C 0.592075 3.019604 -3.445510 0.034 0.020 0.002 0.033
C 0.678190 2.007029 -2.511974 -0.022 -0.024 -0.009 -0.062
N -0.347923 1.162301 -2.330309 0.054 0.022 0.074 -0.068
H -4.541302 -2.848280 -1.727330 -0.006 0.010 0.011 0.147
H -5.511567 -1.140445 -3.274430 0.005 -0.005 -0.010 0.154
H -4.136561 0.818586 -3.936303 0.004 -0.012 -0.010 0.147
H -2.239919 -2.485978 -0.837060 -0.031 0.003 0.023 0.132
H -2.529876 2.338368 -4.578387 0.009 0.011 -0.007 0.148
H -0.654745 3.926047 -4.944079 0.000 -0.001 0.000 0.155
H 1.432327 3.686007 -3.587556 0.004 -0.006 0.007 0.147
H 1.561793 1.846549 -1.905889 0.008 0.013 -0.010 0.128

# 2
7
Properties=species:S:1:pos:R:3:forces:R:3:lowdin_charge:R:1 method="wB97M-V/def2-TZVPD" homo_energy_ha="-0.364 / -0.278" multiplicity=1 homo_lumo_gap_ha="0.3272 / 0.2128" energy_ev=-26012.894
N 1.169678 1.108094 0.826184 -1.209 0.097 0.111 -0.267
O 0.917059 0.827030 1.992542 0.528 1.041 -1.975 -0.006
O 1.041452 2.138995 0.185761 0.310 -1.519 1.592 0.009
Si -0.642466 -1.010224 -0.586156 0.446 2.630 0.770 0.254
Cl -0.561205 -1.150735 -2.548141 0.080 -0.591 -1.203 0.252
H -0.381543 -2.001311 0.367060 0.084 -1.426 0.572 -0.136
H -1.542975 0.088151 -0.237251 -0.239 -0.232 0.133 -0.106

# 3
21
Properties=species:S:1:pos:R:3:forces:R:3:lowdin_charge:R:1 method="wB97M-V/def2-TZVPD" homo_energy_ha=-0.324 multiplicity=1 homo_lumo_gap_ha=0.3223 energy_ev=-21257.803 smiles="O=NOC[PH3]CCCO"
O 2.514229 0.577469 -1.411633 -0.559 -0.062 0.456 0.022
N 1.915525 1.588876 -1.536359 1.388 0.120 -0.300 -0.079
O 1.043958 1.581543 -2.587899 -1.311 -0.120 0.264 -0.173
C 0.238703 0.380182 -2.676670 -0.025 -0.434 -1.420 -0.385
P -0.694601 -0.102879 -1.071748 -1.124 -0.469 0.699 0.794
C -1.549004 -0.634498 0.558482 1.294 -0.462 0.999 -0.394
C -0.401449 -0.911893 1.612089 -0.288 1.134 -0.426 -0.263
C 0.206617 0.416318 2.174982 0.366 -1.121 -0.139 -0.271
O 1.265110 0.061331 3.085414 -0.769 0.521 0.082 -0.085
H 0.797635 -0.495743 -3.071273 -0.001 0.494 0.370 0.075
H -0.526578 0.594631 -3.450006 0.492 0.254 0.391 0.078
H -0.423760 1.161192 -0.461704 0.216 0.032 -0.424 0.022
H -1.929308 -0.202186 -1.804928 0.485 0.032 0.079 0.022
H 0.107603 -1.285229 -0.985744 -0.063 0.095 -0.025 0.024
H -2.177108 0.170274 0.988358 -0.047 -0.417 -0.451 0.073
H -2.096934 -1.590917 0.460743 -0.083 0.592 -0.249 0.069
H 0.450954 -1.444996 1.136678 -0.513 -0.019 0.144 0.084
H -0.774115 -1.535215 2.443240 0.264 0.342 -0.265 0.108
H -0.558206 1.013386 2.692736 0.410 -0.196 0.007 0.120
H 0.683371 1.024686 1.383119 -0.594 -0.111 0.153 0.090
H 1.907362 -0.366333 2.522122 0.461 -0.206 0.055 0.069